(1)
C31H44BrCuN3OP2 | wB97M-V/def2-TZVPD

* E_tot: -172618.59545 eV
* spin multiplicity: 2
* frontier orbital gap (spin up / spin down): 6.501 / 4.117 eV
* HOMO (spin up / spin down): -0.4975 / -0.4832 hartree
* lowest unoccupied orbital energy (spin up / spin down): -7.0 / -9.0 eV
* energy relative to the best compared isomer or geometry (same formula, charge and spin): 0.00 kcal/mol
* net charge: +2

XYZ file:
```
83
Properties=species:S:1:pos:R:3:lowdin_charge:R:1
C -0.283 6.492 -5.743 0.02
C -0.426 5.154 -6.207 -0.23
C -0.784 4.898 -7.551 -0.01
C -1.066 5.995 -8.365 -0.11
N -0.980 7.254 -7.920 0.08
C -0.580 7.511 -6.664 -0.10
C -0.328 3.995 -5.404 0.01
C -0.685 3.306 -4.421 -0.05
C -1.584 2.617 -3.532 -0.30
C -1.053 2.127 -2.323 -0.04
C -1.891 1.439 -1.475 -0.19
C -3.303 1.604 -1.533 -0.68
C -3.829 2.320 -2.641 -0.06
C -2.975 2.692 -3.703 0.00
Cu -0.422 1.809 -5.614 0.67
P 2.420 -0.593 -1.485 1.16
H -0.888 3.868 -7.909 0.11
H 0.007 6.735 -4.707 0.13
H -1.371 5.806 -9.400 0.12
H -0.493 8.571 -6.345 0.13
H -3.300 3.009 -4.707 0.14
H 0.039 2.151 -2.150 0.13
H -4.919 2.493 -2.711 0.13
H -1.447 0.780 -0.746 0.03
C 2.426 -2.095 -0.396 -0.40
C 3.070 -3.424 -0.836 -0.12
H 1.356 -2.266 -0.174 0.06
H 2.896 -1.787 0.557 0.08
H 2.933 -4.151 -0.011 0.10
H 2.597 -3.849 -1.740 0.07
H 4.159 -3.317 -0.993 0.07
C 2.853 -1.077 -3.224 -0.38
C 3.661 -0.065 -4.030 -0.14
H 1.904 -1.229 -3.751 0.04
H 3.380 -2.038 -3.183 0.10
H 3.504 -0.253 -5.099 0.09
H 3.371 0.973 -3.836 0.07
H 4.733 -0.176 -3.830 0.08
C 4.009 0.194 -0.954 -0.38
C 5.225 -0.712 -0.874 -0.11
H 3.791 0.643 0.024 0.08
H 4.173 1.017 -1.660 0.08
H 6.094 -0.109 -0.589 0.10
H 5.117 -1.491 -0.114 0.07
H 5.465 -1.191 -1.830 0.08
Br -4.306 0.682 -0.301 0.90
P -1.469 -1.457 -2.536 1.03
C -0.199 -2.760 -2.948 -0.43
C -0.562 -4.069 -3.652 -0.13
H 0.232 -3.007 -1.958 0.05
H 0.581 -2.257 -3.532 0.02
H 0.331 -4.485 -4.152 0.08
H -0.905 -4.829 -2.932 0.08
H -1.323 -3.922 -4.430 0.05
C -2.687 -2.630 -1.725 -0.39
C -3.837 -3.089 -2.579 -0.14
H -3.058 -2.028 -0.877 0.03
H -2.147 -3.506 -1.318 0.09
H -4.676 -3.393 -1.958 0.09
H -4.176 -2.289 -3.228 0.06
H -3.559 -3.957 -3.173 0.07
C -2.203 -0.871 -4.135 -0.40
C -2.416 -1.853 -5.280 -0.14
H -1.423 -0.136 -4.423 0.03
H -3.115 -0.283 -3.934 0.08
H -2.833 -1.309 -6.141 0.08
H -1.464 -2.284 -5.612 0.07
H -3.119 -2.667 -5.049 0.07
N 0.957 2.937 5.492 0.17
C -0.048 2.953 4.539 -0.46
O -0.949 3.786 4.568 0.07
C 0.028 1.943 3.424 -0.12
C 1.216 1.299 3.071 0.00
C 1.217 0.387 1.981 -0.14
N 0.109 -0.011 1.323 0.04
C -1.052 0.555 1.731 -0.14
C -1.110 1.628 2.655 0.03
H 0.745 3.486 6.311 0.12
H 1.490 2.099 5.669 0.10
H 2.170 1.487 3.590 0.12
H 2.170 -0.046 1.628 0.07
H -1.959 0.156 1.259 0.06
H -2.013 2.227 2.785 0.13
```

---

(2)
C2H5NO2 | wB97M-V/def2-TZVPD

* E_tot: -7740.32967 eV
* frontier orbital gap: 10.445 eV
* HOMO: -0.3576 hartree
* lowest unoccupied orbital energy: 0.7 eV
* energy relative to the best compared isomer or geometry (same formula, charge and spin): 9.72 kcal/mol

XYZ file:
```
10
Properties=species:S:1:pos:R:3:lowdin_charge:R:1
N -1.077 0.617 0.803 0.16
C 0.187 0.741 0.323 -0.53
O 0.939 1.653 0.618 0.05
C 0.530 -0.297 -0.746 -0.18
O 0.145 -1.621 -0.429 -0.06
H -1.473 1.367 1.344 0.11
H -1.618 -0.212 0.628 0.10
H -0.074 -0.016 -1.613 0.13
H 1.589 -0.203 -1.012 0.13
H 0.852 -2.029 0.085 0.10
```

---

(3)
C75H177N11O19 | wB97M-V/def2-TZVPD

* E_tot: -135922.31823 eV
* frontier orbital gap: 8.814 eV
* HOMO: -0.3068 hartree
* lowest unoccupied orbital energy: 0.5 eV
* energy relative to the best compared isomer or geometry (same formula, charge and spin): 0.00 kcal/mol

XYZ file:
```
282
Properties=species:S:1:pos:R:3:lowdin_charge:R:1
C -0.103 8.831 0.523 -0.04
C 0.355 8.953 -0.897 -0.51
C 1.825 9.475 -0.987 -0.16
C 2.781 8.425 -0.490 -0.18
C 2.690 7.235 -1.490 -0.11
C 1.274 6.506 -1.448 -0.48
N 0.281 7.632 -1.605 -0.06
O -1.066 7.019 -1.442 -0.07
C 1.141 5.636 -2.678 -0.04
C 1.161 5.710 -0.119 -0.02
C -0.551 9.923 -1.738 -0.04
H 0.739 8.699 1.216 0.07
H -0.858 8.092 0.749 0.08
H -0.456 9.797 0.898 0.09
H 2.042 9.676 -2.096 0.14
H 1.905 10.453 -0.543 0.11
H 2.637 8.071 0.526 0.09
H 3.765 8.964 -0.610 0.13
H 3.452 6.490 -1.304 0.10
H 2.841 7.636 -2.483 0.10
H 0.128 5.253 -2.788 0.05
H 1.278 6.256 -3.573 0.09
H 1.859 4.781 -2.713 0.10
H 0.074 5.516 -0.006 0.07
H 1.636 4.700 -0.075 0.06
H 1.472 6.283 0.748 0.06
H -1.595 9.526 -1.699 0.08
H -0.180 9.968 -2.774 0.08
H -0.585 10.969 -1.340 0.09
H -1.379 7.170 -2.361 0.11
C 7.601 -5.287 -1.342 -0.04
C 6.112 -4.996 -1.541 -0.51
C 5.483 -6.057 -2.482 -0.14
C 3.984 -6.034 -2.437 -0.20
C 3.506 -6.271 -0.988 -0.11
C 3.995 -5.125 0.016 -0.46
N 5.496 -5.201 -0.181 -0.07
O 6.091 -4.244 0.727 -0.06
C 3.338 -3.785 -0.342 -0.03
C 3.675 -5.469 1.501 -0.02
C 5.989 -3.591 -2.043 -0.04
H 8.025 -4.539 -0.660 0.08
H 8.166 -5.259 -2.293 0.10
H 7.675 -6.235 -0.780 0.09
H 5.892 -5.845 -3.496 0.13
H 5.771 -7.066 -2.243 0.11
H 3.531 -6.827 -3.065 0.12
H 3.658 -5.060 -2.835 0.10
H 3.922 -7.246 -0.670 0.12
H 2.403 -6.328 -0.922 0.10
H 3.793 -3.011 0.329 0.10
H 3.374 -3.551 -1.438 0.08
H 2.315 -3.817 -0.030 0.04
H 3.898 -4.602 2.126 0.08
H 2.624 -5.698 1.547 0.06
H 4.287 -6.313 1.800 0.08
H 5.070 -3.324 -2.553 0.07
H 6.770 -3.406 -2.755 0.08
H 6.146 -2.879 -1.223 0.07
H 6.532 -4.773 1.380 0.09
C 0.771 2.840 2.580 -0.04
C 0.663 1.362 2.225 -0.49
C -0.645 0.922 2.945 -0.11
C -1.061 -0.521 2.549 -0.16
C -1.282 -0.539 1.036 -0.13
C -0.031 -0.110 0.248 -0.46
N 0.345 1.242 0.748 -0.07
O 1.425 1.733 -0.022 -0.04
C 1.118 -1.243 0.305 -0.01
C -0.455 0.037 -1.209 -0.04
C 1.896 0.668 2.724 -0.01
H -0.089 3.357 2.113 0.08
H 1.646 3.372 2.172 0.07
H 0.738 2.973 3.688 0.09
H -0.580 1.041 4.042 0.10
H -1.450 1.607 2.606 0.12
H -1.939 -0.917 3.101 0.11
H -0.339 -1.284 2.809 0.07
H -2.014 0.228 0.822 0.11
H -1.597 -1.502 0.549 0.13
H 0.870 -2.038 -0.400 0.06
H 2.050 -0.831 -0.164 0.09
H 1.282 -1.636 1.320 0.06
H -0.711 -0.904 -1.698 0.08
H -1.288 0.711 -1.297 0.06
H 0.355 0.489 -1.746 0.07
H 2.806 1.072 2.318 0.06
H 1.849 -0.418 2.770 0.07
H 1.957 0.954 3.810 0.09
H 1.053 2.509 -0.442 0.07
C 4.159 -3.360 -8.936 -0.14
O 4.523 -2.379 -9.888 -0.19
C 4.898 -1.099 -9.308 -0.20
C 3.723 -0.117 -9.207 -0.20
N 2.685 -0.680 -8.318 -0.06
C 1.624 0.262 -7.932 -0.18
C 0.770 -0.349 -6.801 -0.25
O 1.545 -0.473 -5.653 -0.19
C 0.804 -1.091 -4.569 -0.07
H 4.035 -4.306 -9.461 0.08
H 3.211 -3.168 -8.380 0.08
H 4.988 -3.500 -8.203 0.09
H 5.640 -0.750 -10.026 0.12
H 5.372 -1.240 -8.345 0.11
H 3.328 -0.002 -10.228 0.12
H 4.100 0.840 -8.912 0.10
H 3.131 -1.079 -7.510 0.09
H 0.990 0.436 -8.785 0.11
H 2.052 1.210 -7.641 0.11
H 0.425 -1.331 -7.092 0.11
H -0.108 0.261 -6.617 0.10
H 0.544 -2.130 -4.850 0.10
H -0.054 -0.474 -4.356 0.06
H 1.519 -1.161 -3.757 0.08
C -2.112 3.375 -0.858 -0.13
O -2.831 2.910 -1.948 -0.17
C -2.069 3.228 -3.088 -0.25
C -2.886 2.686 -4.223 -0.22
N -2.740 1.241 -4.278 -0.05
C -3.623 0.615 -5.316 -0.16
C -3.034 -0.681 -5.911 -0.25
O -3.745 -1.108 -7.005 -0.16
C -3.135 -2.240 -7.636 -0.09
H -1.170 2.825 -0.758 0.06
H -2.721 3.165 0.007 0.09
H -1.896 4.457 -0.885 0.08
H -1.110 2.720 -3.072 0.12
H -2.023 4.314 -3.183 0.12
H -2.505 3.108 -5.157 0.13
H -3.885 3.005 -4.033 0.11
H -2.687 0.755 -3.382 0.10
H -3.760 1.356 -6.095 0.11
H -4.620 0.457 -4.876 0.12
H -3.109 -1.426 -5.109 0.11
H -1.980 -0.499 -6.146 0.09
H -2.230 -1.989 -8.175 0.09
H -3.807 -2.655 -8.338 0.06
H -2.891 -2.998 -6.907 0.08
C -3.332 -2.989 -2.445 -0.11
O -3.520 -3.641 -3.688 -0.19
C -4.848 -4.088 -3.882 -0.23
C -4.914 -4.967 -5.086 -0.22
N -3.924 -6.015 -5.031 -0.04
C -4.116 -7.043 -6.009 -0.22
C -4.078 -6.607 -7.463 -0.29
O -2.935 -5.886 -7.571 -0.20
C -2.568 -5.486 -8.899 -0.08
H -2.285 -2.850 -2.229 0.06
H -3.719 -3.547 -1.589 0.06
H -3.820 -1.969 -2.449 0.11
H -5.510 -3.233 -4.101 0.13
H -5.293 -4.586 -2.991 0.12
H -4.874 -4.354 -5.961 0.09
H -5.907 -5.461 -5.240 0.14
H -2.978 -5.686 -5.039 0.11
H -5.059 -7.611 -5.982 0.12
H -3.332 -7.757 -5.850 0.11
H -4.957 -5.986 -7.745 0.13
H -4.119 -7.448 -8.166 0.12
H -2.692 -6.307 -9.606 0.08
H -1.505 -5.184 -8.733 0.10
H -3.047 -4.566 -9.311 0.08
C -4.523 -4.735 1.600 -0.11
O -5.743 -4.093 1.412 -0.18
C -5.874 -3.514 0.142 -0.24
C -7.116 -2.592 0.131 -0.19
N -8.291 -3.475 0.190 -0.06
C -9.528 -2.684 0.196 -0.22
C -10.741 -3.597 0.436 -0.22
O -10.486 -4.227 1.689 -0.21
C -11.346 -5.323 1.953 -0.10
H -3.713 -4.051 1.335 0.07
H -4.369 -5.575 0.967 0.09
H -4.396 -4.973 2.642 0.07
H -5.875 -4.288 -0.631 0.11
H -4.970 -2.836 0.019 0.12
H -7.140 -1.984 -0.773 0.11
H -6.979 -1.885 0.962 0.12
H -8.240 -4.057 1.016 0.10
H -9.650 -2.226 -0.793 0.12
H -9.489 -1.913 0.994 0.12
H -10.695 -4.415 -0.286 0.12
H -11.648 -2.957 0.407 0.13
H -12.384 -5.156 1.610 0.09
H -11.310 -5.373 3.030 0.09
H -11.055 -6.222 1.492 0.07
C -4.219 -5.030 5.211 -0.13
O -2.985 -5.140 4.587 -0.21
C -2.177 -3.964 4.664 -0.22
C -1.031 -4.192 3.809 -0.26
N -1.403 -4.444 2.459 -0.04
C -0.286 -4.699 1.614 -0.19
C -0.837 -5.072 0.247 -0.27
O 0.141 -5.206 -0.655 -0.20
C -0.233 -5.803 -1.813 -0.12
H -4.040 -5.161 6.238 0.07
H -4.794 -5.887 4.880 0.10
H -4.777 -4.141 5.078 0.08
H -2.022 -3.624 5.717 0.15
H -2.844 -3.217 4.167 0.13
H -0.413 -4.933 4.317 0.13
H -0.451 -3.268 3.870 0.12
H -2.153 -5.164 2.435 0.12
H 0.359 -5.518 1.931 0.12
H 0.315 -3.792 1.446 0.11
H -1.498 -4.259 -0.080 0.11
H -1.521 -5.986 0.168 0.15
H -0.763 -6.734 -1.634 0.09
H 0.680 -5.918 -2.440 0.10
H -0.899 -5.137 -2.349 0.08
C 4.439 1.884 11.299 -0.11
O 3.719 1.564 10.139 -0.20
C 4.364 1.841 8.931 -0.23
C 3.444 1.366 7.774 -0.20
N 2.089 1.916 7.937 -0.07
C 1.252 1.608 6.750 -0.20
C -0.178 2.122 6.947 -0.25
O -0.926 1.298 7.785 -0.19
C -2.314 1.630 7.821 -0.09
H 4.390 2.977 11.466 0.10
H 5.464 1.527 11.316 0.08
H 3.928 1.418 12.110 0.08
H 5.376 1.438 8.897 0.12
H 4.521 2.907 8.854 0.11
H 3.355 0.255 7.687 0.12
H 3.853 1.722 6.833 0.11
H 1.729 1.546 8.844 0.12
H 1.315 0.551 6.417 0.12
H 1.685 2.310 5.997 0.12
H -0.584 2.045 5.920 0.09
H -0.310 3.177 7.306 0.14
H -2.437 2.549 8.466 0.10
H -2.856 0.799 8.239 0.08
H -2.764 1.834 6.873 0.07
C 8.247 -0.149 2.279 -0.09
O 7.101 0.274 1.560 -0.19
C 6.713 -0.680 0.626 -0.25
C 5.562 -0.165 -0.234 -0.18
N 5.795 1.217 -0.698 -0.04
C 4.505 1.940 -0.723 -0.23
C 4.730 3.395 -0.814 -0.18
O 5.478 3.841 0.367 -0.19
C 4.735 3.885 1.587 -0.10
H 8.913 -0.568 1.524 0.08
H 8.001 -0.912 3.035 0.09
H 8.747 0.669 2.789 0.08
H 6.387 -1.569 1.147 0.11
H 7.537 -1.033 0.022 0.11
H 4.621 -0.157 0.374 0.11
H 5.450 -0.815 -1.098 0.10
H 6.403 1.699 -0.054 0.09
H 3.997 1.689 0.234 0.09
H 3.887 1.492 -1.508 0.13
H 3.806 3.969 -0.911 0.09
H 5.351 3.756 -1.603 0.12
H 4.516 2.896 2.016 0.07
H 3.784 4.445 1.443 0.08
H 5.253 4.333 2.415 0.08
C 0.157 6.375 4.356 -0.12
O -0.307 5.234 5.023 -0.21
C -1.611 4.856 4.494 -0.18
C -2.692 5.886 4.815 -0.21
N -2.914 6.058 6.246 -0.07
C -2.095 7.072 6.816 -0.24
C -2.223 7.119 8.355 -0.20
O -1.279 8.108 8.812 -0.20
C -0.960 7.915 10.128 -0.16
H -0.323 7.240 4.785 0.07
H 0.124 6.278 3.293 0.07
H 1.210 6.497 4.618 0.10
H -1.867 3.896 4.919 0.11
H -1.574 4.765 3.436 0.09
H -3.634 5.492 4.435 0.12
H -2.549 6.872 4.386 0.11
H -3.892 6.350 6.322 0.12
H -2.216 8.115 6.358 0.15
H -1.071 6.685 6.716 0.11
H -2.027 6.102 8.763 0.12
H -3.249 7.490 8.674 0.14
H -0.761 6.865 10.321 0.08
H -1.835 8.219 10.747 0.09
H -0.102 8.563 10.391 0.10
```

---

(4)
CHF2N | wB97M-V/def2-TZVPD

* E_tot: -7971.51162 eV
* frontier orbital gap (spin up / spin down): 9.486 / 9.169 eV
* HOMO (spin up / spin down): -0.3998 / -0.3796 hartree
* lowest unoccupied orbital energy (spin up / spin down): -1.4 / -1.2 eV
* energy relative to the best compared isomer or geometry (same formula, charge and spin): 148.85 kcal/mol

XYZ file:
```
5
Properties=species:S:1:pos:R:3:lowdin_charge:R:1
C 0.711 -2.060 1.366 -0.20
N 0.565 0.407 0.342 0.13
F -0.542 -2.306 1.556 0.07
F 1.323 -2.141 2.486 0.10
H -0.285 0.251 -0.154 -0.10
```

---

(5)
C16H15BrIMgN2O8P | wB97M-V/def2-TZVPD

* E_tot: -129072.26872 eV
* frontier orbital gap: 8.419 eV
* HOMO: -0.3134 hartree
* lowest unoccupied orbital energy: -0.1 eV

XYZ file:
```
45
Properties=species:S:1:pos:R:3:lowdin_charge:R:1
Mg 0.216 0.687 0.923 0.51
O -1.164 2.212 0.425 -0.04
C -0.092 2.568 -0.164 -0.59
O 0.998 2.620 0.471 -0.03
C -0.025 2.387 -1.654 -0.04
C -0.195 3.323 -2.628 0.07
C -0.064 2.925 -3.962 -0.14
C 0.244 1.633 -4.303 0.08
C 0.405 0.684 -3.303 -0.04
C 0.267 1.003 -1.934 -0.25
O 0.399 0.165 -0.963 -0.12
N 0.748 -0.674 -3.738 -0.34
O 1.101 -0.822 -4.895 0.07
O 0.672 -1.583 -2.934 0.08
N -0.255 3.914 -5.021 -0.36
O -0.569 5.042 -4.688 0.07
O -0.119 3.553 -6.173 0.07
H -0.421 4.354 -2.397 0.13
H 0.360 1.349 -5.337 0.13
C -1.934 1.606 3.713 -0.15
P -2.148 0.057 2.844 0.59
C -2.646 -1.181 4.035 -0.16
C -3.489 0.281 1.685 -0.15
O -0.866 -0.383 2.154 -0.40
H -2.828 1.856 4.286 0.07
H -1.738 2.390 2.980 0.06
H -1.086 1.522 4.393 0.07
H -3.570 -0.892 4.535 0.06
H -1.855 -1.306 4.775 0.06
H -2.796 -2.130 3.520 0.07
H -4.430 0.449 2.210 0.07
H -3.575 -0.616 1.071 0.07
H -3.257 1.130 1.041 0.05
Br 3.992 -2.835 3.683 0.72
C 3.284 -3.053 1.944 -0.74
C 3.265 -4.332 1.406 -0.13
C 2.760 -4.541 0.132 -0.07
C 2.276 -3.473 -0.610 -0.06
C 2.293 -2.194 -0.078 -0.13
C 2.794 -1.987 1.201 -0.68
I 2.827 -0.026 1.934 1.14
H 3.651 -5.156 1.990 0.10
H 2.755 -5.541 -0.281 0.11
H 1.890 -3.615 -1.611 0.11
H 1.925 -1.368 -0.678 0.07
```

---

What is the E_tot in the fourth record? -7971.51162 eV

---

Look up the E_tot of the fifth one. -129072.26872 eV

---

Which of these has the highest E_tot? C2H5NO2